# 1
101
Properties=species:S:1:pos:R:3:mulliken_charge:R:1 method="wB97M-V/def2-TZVPD" charge=-1 spin_multiplicity=1 energy_ha=-4479.1585
Li -0.17152 0.12797 0.53860 1.020
C -3.14970 3.68247 0.87042 -1.070
Si -2.83016 1.84139 1.14785 0.036
C -4.52522 1.01366 1.33621 -1.240
C -1.94170 1.67783 2.79378 -0.683
N -1.85938 1.07883 -0.02005 0.710
C -2.12162 0.94311 -1.33795 0.309
C -3.24840 1.44221 -2.03496 -0.736
C -3.44843 1.22625 -3.39049 -1.015
C -2.54350 0.49120 -4.13977 -0.757
C -1.41376 -0.02068 -3.50085 -0.807
C -1.21364 0.21664 -2.16061 0.446
O -0.11096 -0.30601 -1.47564 0.412
C 1.06794 -0.50770 -2.15082 -0.069
C 1.64024 0.50003 -2.91682 0.344
C 2.85717 0.26804 -3.53480 -0.997
C 3.50803 -0.95040 -3.37814 -0.585
C 2.93886 -1.93669 -2.58948 -0.340
C 1.71052 -1.72155 -1.97751 -0.309
H -3.75231 4.09127 1.68719 0.352
H -3.66920 3.88944 -0.06801 0.300
H -2.19887 4.21963 0.85577 0.190
H -5.13804 1.51633 2.08978 0.391
H -4.40298 -0.02810 1.64771 0.298
H -5.08074 1.01370 0.39549 0.321
H -2.51762 2.12058 3.61104 0.586
H -0.97534 2.18758 2.74543 -0.019
H -1.76059 0.62779 3.04218 0.056
H -3.97398 2.02524 -1.47946 0.197
H -4.33032 1.64165 -3.86590 0.372
H -2.69939 0.31634 -5.19611 0.383
H -0.68384 -0.59802 -4.05547 0.448
H 1.12526 1.44681 -3.01594 0.588
H 3.31299 1.05297 -4.12583 0.365
H 4.46935 -1.11663 -3.84723 0.416
H 3.45568 -2.87611 -2.43781 0.326
H 1.24814 -2.47263 -1.34940 0.334
C 7.43352 -1.42468 -2.22127 -1.840
C 6.34191 -1.13542 -1.22586 0.870
C 5.74281 0.11316 -1.15660 -1.191
C 4.70432 0.39540 -0.27422 0.884
C 4.14659 1.78905 -0.28201 -1.108
C 4.24406 -0.60697 0.59710 0.566
As 2.62749 -0.51532 1.76301 0.717
N 1.59210 0.84500 1.20112 1.450
C 1.64269 2.17140 1.54240 -0.307
C 2.35321 2.74201 2.62102 -0.001
C 2.31563 4.10593 2.87854 -0.623
C 1.58584 4.97425 2.08170 -0.985
C 0.88356 4.43578 1.00500 -0.469
C 0.90756 3.08123 0.74179 -0.255
C 3.36825 -0.17688 3.59147 -0.635
C 4.69904 0.03730 3.97842 0.941
C 5.82373 0.29173 3.00665 -1.142
C 5.02028 0.09615 5.33678 -1.047
C 4.06644 -0.02968 6.33070 0.749
C 4.43598 0.04214 7.78816 -1.564
C 2.74471 -0.18986 5.93689 -1.157
C 2.38355 -0.25932 4.59790 0.768
C 0.91761 -0.34733 4.26621 -1.377
C 4.86208 -1.86568 0.55041 0.834
C 4.52862 -2.99511 1.50122 -2.150
C 5.88836 -2.11302 -0.35802 -1.065
H 7.79275 -0.50675 -2.68717 0.376
H 7.07520 -2.08352 -3.01668 0.300
H 8.28292 -1.92002 -1.74677 0.442
H 6.08793 0.90236 -1.81816 0.235
H 4.74557 2.43060 -0.93012 0.566
H 4.13037 2.22823 0.71676 0.110
H 3.11415 1.79603 -0.63008 -0.091
H 2.94035 2.10552 3.26810 0.203
H 2.87491 4.49157 3.72483 0.386
H 1.56153 6.03666 2.28876 0.311
H 0.30800 5.08811 0.35650 0.446
H 0.34241 2.67619 -0.09002 0.090
H 6.11369 -0.59887 2.45325 0.171
H 6.70195 0.65616 3.54129 0.434
H 5.53705 1.04462 2.26951 0.000
H 6.05592 0.26194 5.61824 0.274
H 5.51798 0.07488 7.91736 0.347
H 4.05588 -0.82320 8.33471 0.347
H 4.01449 0.93411 8.25744 0.312
H 1.96604 -0.25011 6.69159 0.330
H 0.32362 -0.40551 5.17876 0.458
H 0.68599 -1.21879 3.64902 0.182
H 0.59461 0.53040 3.70286 0.033
H 3.82461 -2.71080 2.27855 0.244
H 5.43921 -3.34960 1.98875 0.422
H 4.09719 -3.83928 0.95557 0.398
H 6.35506 -3.09537 -0.36659 0.391
C -2.17540 -4.32459 1.38763 -0.241
C -2.82347 -3.24099 0.81912 -1.217
C -2.13178 -2.04595 0.68271 -0.298
N -0.86745 -1.88462 1.08109 0.525
C -0.24747 -2.93803 1.61497 0.208
C -0.85840 -4.17059 1.78979 -1.096
H -2.68497 -5.27228 1.51189 0.379
H -3.84743 -3.30964 0.47767 0.467
H -2.59103 -1.16761 0.24087 0.557
H 0.78559 -2.77548 1.90481 0.100
H -0.30488 -4.98633 2.23544 0.457


# 2
118
Properties=species:S:1:pos:R:3:mulliken_charge:R:1 method="wB97M-V/def2-TZVPD" charge=+1 spin_multiplicity=1 energy_ha=-5178.1868
Sc -0.18506 -1.13957 3.16951 -0.456
C -4.34347 -0.33911 -1.69626 -1.813
C -3.28073 -0.68838 -0.63856 2.018
C -2.53767 -1.91548 -1.17129 0.280
C -1.52653 -1.52545 -2.21666 -1.022
N -0.83513 -0.47211 -2.06461 -0.378
N -1.12551 0.42818 -1.01846 1.068
B 0.03446 1.26664 -0.61745 -1.603
N 0.04711 2.06823 0.68606 -0.381
N -0.09246 2.80563 -0.43507 0.312
C -0.40172 4.06401 -0.45198 0.421
C -0.43793 4.68015 0.82959 -1.065
C -0.29774 3.97059 1.98121 0.551
C -0.38239 4.63497 3.31775 -1.836
C -0.11588 2.52693 1.92194 0.617
S -0.14042 1.60032 3.33022 -0.143
C -0.70573 4.76304 -1.75441 2.382
C 0.48891 5.65803 -2.11404 -1.802
C -0.95611 3.73082 -2.85334 -1.350
C -1.97068 5.61467 -1.55454 -1.714
N 1.37678 0.79233 -1.13026 0.470
N 1.56508 1.13574 -2.42570 -0.125
C 2.67069 0.77985 -2.99853 -0.192
C 3.66574 0.06469 -2.27118 -0.792
C 3.49183 -0.25908 -0.96946 0.257
C 4.53987 -0.98048 -0.18453 -1.675
C 2.24927 0.12277 -0.34524 0.878
S 1.94940 -0.18176 1.29375 0.052
C 2.89173 1.14518 -4.45922 2.124
C 4.10829 2.07821 -4.55004 -1.809
C 1.66979 1.84355 -5.05117 -1.457
C 3.16854 -0.13931 -5.25584 -1.580
C -2.37500 0.54601 -0.50688 0.151
S -2.95650 1.90453 0.22089 -0.236
C -1.19049 -2.40526 -3.41786 2.239
C 0.32546 -2.64795 -3.43939 -1.103
C -1.60940 -1.65888 -4.69188 -1.570
C -1.91584 -3.74991 -3.34474 -2.187
H -4.96970 -1.19917 -1.92863 0.478
H -3.84215 -0.01360 -2.61260 0.304
H -4.97103 0.47435 -1.34374 0.561
H -3.26311 -2.64651 -1.51699 1.043
H -0.61610 5.74642 0.88679 0.381
H -0.39232 5.71790 3.21468 0.433
H 0.45488 4.32989 3.94671 0.369
H -1.28986 4.31469 3.83511 0.348
H 1.39027 5.06105 -2.27608 0.344
H 0.69475 6.39116 -1.32954 0.367
H 0.26814 6.20266 -3.03453 0.468
H -0.10287 3.06705 -2.99730 -0.243
H -1.15035 4.25136 -3.79288 0.648
H -1.83213 3.11874 -2.61406 0.213
H -1.79164 6.46977 -0.89888 0.418
H -2.78342 5.01597 -1.13701 0.306
H -2.29495 6.00177 -2.52197 0.464
H 4.58706 -0.21531 -2.76693 0.464
H 5.31145 -1.37559 -0.84469 0.431
H 4.09698 -1.79069 0.39294 0.081
H 5.00453 -0.30319 0.53673 0.384
H 3.92390 3.01229 -4.01366 0.355
H 4.30772 2.31940 -5.59596 0.478
H 5.00901 1.61770 -4.13750 0.330
H 1.52089 2.82767 -4.60282 0.219
H 0.76101 1.25874 -4.89263 0.039
H 1.81907 1.97734 -6.12467 0.510
H 4.04196 -0.67774 -4.88162 0.362
H 3.36108 0.11588 -6.29956 0.496
H 2.31076 -0.81503 -5.22333 0.246
H 0.86018 -1.69676 -3.45502 -0.043
H 0.59689 -3.22288 -4.32864 0.519
H 0.64191 -3.20963 -2.55602 0.113
H -1.08020 -0.70736 -4.77049 0.073
H -2.68515 -1.45995 -4.69897 0.358
H -1.37528 -2.26646 -5.56960 0.466
H -1.71157 -4.27233 -2.40594 0.363
H -1.56588 -4.38612 -4.15885 0.499
H -2.99693 -3.63853 -3.45926 0.381
C -0.05314 -2.79881 6.16014 -1.163
N 0.02190 -1.44730 5.60159 0.858
C -1.05636 -0.60394 6.12958 -1.181
C -2.35633 -1.01825 5.47491 -0.932
N -2.09930 -1.11784 4.04061 0.548
C -3.17765 -1.17219 3.18215 -1.520
C -2.93230 -0.99640 1.83231 0.601
F -1.58105 -0.75341 1.57827 0.916
C -3.80779 -0.99081 0.76663 -1.659
F -1.78622 -2.56792 -0.18718 -0.429
C -5.12352 -1.23725 1.11526 0.789
F -6.10455 -1.29161 0.20503 -0.377
C -5.47342 -1.43028 2.43988 -0.319
F -6.74630 -1.66278 2.74785 -0.306
C -4.53153 -1.39802 3.45031 1.214
F -4.95892 -1.62878 4.69723 -0.342
C 1.36307 -0.88218 5.79572 -0.830
C 2.35183 -1.66719 4.94204 -1.325
N 1.66100 -2.01134 3.70652 1.264
C 2.22982 -2.88015 2.81840 -1.050
C 1.43294 -3.28315 1.74906 0.552
F 0.13900 -2.79434 1.77442 -0.255
C 1.82460 -4.05743 0.68987 -0.260
F 0.97972 -4.33727 -0.30186 -0.366
C 3.11669 -4.54516 0.67942 0.950
F 3.54822 -5.30685 -0.32588 -0.351
C 3.94973 -4.21823 1.73218 -0.005
F 5.20309 -4.66417 1.72855 -0.324
C 3.52308 -3.40687 2.77140 0.810
F 4.42704 -3.09127 3.71257 -0.360
H 0.11783 -2.77164 7.24170 0.346
H 0.69386 -3.43817 5.69522 0.253
H -1.03223 -3.23203 5.96766 0.230
H -0.83449 0.43240 5.86877 0.333
H -1.13213 -0.67284 7.22048 0.387
H -3.11025 -0.26073 5.69516 0.540
H -2.72105 -1.95906 5.89194 0.525
H 1.66560 -0.91096 6.84830 0.402
H 1.33579 0.16454 5.48306 0.300
H 2.69148 -2.55899 5.47349 0.502
H 3.23387 -1.04864 4.76235 0.476